(1)
99
Properties=species:S:1:pos:R:3:lowdin_charge:R:1 method="wB97M-V/def2-TZVPD" homo_ev=-16.26 total_charge=+3 orbital_gap_ev=8.62 max_force_ev_per_a=0.6
Sn -0.223 0.105 -1.058 1.272
C -4.368 -0.458 -4.811 -0.004
N -3.918 0.004 -3.491 -0.114
C -4.576 1.189 -2.937 -0.008
C -2.801 -0.463 -2.913 -0.390
N -2.285 0.023 -1.813 -0.002
N -2.230 -1.549 -3.550 0.177
C -1.096 -2.268 -3.222 -0.469
N -0.898 -3.340 -4.012 0.200
N -0.319 -1.931 -2.242 -0.007
H -5.318 0.016 -5.032 0.102
H -4.559 -1.533 -4.821 0.102
H -3.662 -0.188 -5.597 0.112
H -5.598 1.216 -3.302 0.103
H -4.070 2.108 -3.238 0.105
H -4.635 1.136 -1.851 0.091
H -2.803 0.824 -1.477 0.041
H -2.716 -1.869 -4.368 0.121
H -1.495 -3.566 -4.789 0.126
H -0.060 -3.888 -3.918 0.128
H 0.465 -2.571 -2.172 0.071
N 2.839 2.444 -0.475 0.064
N 3.123 3.064 -1.694 -0.006
C 2.430 2.779 -2.809 -0.366
N 2.750 3.453 -3.906 0.226
N 1.472 1.832 -2.672 0.092
N 0.717 1.519 -3.744 -0.406
O 0.849 1.970 -4.863 0.094
O -0.197 0.694 -3.496 -0.121
H 2.309 3.077 0.116 0.088
H 3.712 2.199 -0.025 0.097
H 3.773 3.836 -1.721 0.161
H 3.501 4.124 -3.909 0.138
H 2.249 3.259 -4.759 0.103
C 0.308 -0.746 3.950 -0.023
C 1.763 -0.642 3.545 -0.585
C 2.669 -1.478 4.431 -0.014
C 2.227 0.795 3.444 -0.012
Si 2.506 -2.369 1.340 0.846
O 1.873 -1.202 2.169 -0.146
C 4.067 -2.018 0.511 -0.254
C 4.159 -1.142 -0.577 -0.094
C 5.394 -0.888 -1.149 -0.062
C 6.538 -1.490 -0.635 -0.036
C 6.455 -2.356 0.447 -0.041
C 5.220 -2.630 1.018 -0.079
C 1.652 -3.946 1.243 -0.255
C 2.370 -5.090 1.617 -0.071
C 1.745 -6.328 1.608 -0.039
C 0.422 -6.431 1.197 -0.032
C -0.290 -5.300 0.808 -0.057
C 0.314 -4.054 0.841 -0.093
H 0.166 -0.255 4.913 0.106
H 0.004 -1.790 4.046 0.098
H -0.325 -0.257 3.208 0.067
H 2.625 -1.117 5.459 0.111
H 3.710 -1.409 4.099 0.097
H 2.349 -2.525 4.435 0.097
H 2.133 1.280 4.416 0.106
H 1.614 1.340 2.722 0.078
H 3.274 0.845 3.137 0.096
H 3.274 -0.658 -0.979 0.080
H 5.469 -0.226 -2.003 0.112
H 7.502 -1.285 -1.084 0.123
H 7.347 -2.825 0.842 0.124
H 5.174 -3.320 1.857 0.107
H 3.413 -5.031 1.915 0.106
H 2.294 -7.211 1.911 0.125
H -0.059 -7.400 1.182 0.124
H -1.321 -5.393 0.488 0.115
H -0.261 -3.173 0.572 0.068
C -3.793 -0.824 3.788 -0.071
C -3.671 -1.741 2.564 -0.192
C -2.591 -1.314 1.659 -0.169
N -1.726 -0.982 0.980 0.111
H -4.606 -1.178 4.419 0.090
H -4.012 0.201 3.491 0.080
H -2.876 -0.831 4.376 0.071
H -4.600 -1.761 1.994 0.125
H -3.459 -2.768 2.866 0.125
O -0.824 2.422 -0.344 -0.141
C -0.992 3.642 -0.360 -0.477
C -1.990 4.333 -1.230 -0.084
C -3.269 4.414 -0.350 -0.161
C -3.102 4.965 1.079 -0.173
C -2.368 4.042 2.076 -0.161
C -0.829 4.088 1.984 -0.145
N -0.410 4.428 0.600 0.068
H -2.188 3.767 -2.139 0.110
H -1.650 5.336 -1.497 0.132
H -3.691 3.406 -0.276 0.107
H -3.997 5.024 -0.884 0.122
H -4.108 5.132 1.464 0.120
H -2.637 5.957 1.055 0.123
H -2.709 3.015 1.909 0.104
H -2.662 4.306 3.092 0.118
H -0.391 3.133 2.263 0.100
H -0.412 4.852 2.635 0.126
H -0.572 5.409 0.418 0.127

(2)
12
Properties=species:S:1:pos:R:3:nbo_charge:R:1 method="wB97M-V/def2-TZVPD" smiles="O=CO.CSS" homo_ev=-8.69 total_charge=0 orbital_gap_ev=9.13 max_force_ev_per_a=2.4
C 0.304 2.252 0.611 -0.744
S 0.710 1.199 2.050 0.063
S 1.799 -0.348 1.303 -0.138
H 1.281 2.524 0.246 0.219
H -0.190 3.173 0.988 0.229
H -0.332 1.739 -0.118 0.226
H 0.773 -1.173 1.298 0.143
O -1.017 -2.657 -0.002 -0.530
C -1.121 -2.162 -1.080 0.626
O -0.597 -0.892 -1.237 -0.694
H -1.466 -2.706 -1.961 0.118
H -0.145 -0.951 -2.098 0.481

(3)
12
Properties=species:S:1:pos:R:3:nbo_charge:R:1 method="wB97M-V/def2-TZVPD" smiles="OC1=C(O)CN=C1" homo_ev=-8.38 total_charge=0 orbital_gap_ev=8.52 max_force_ev_per_a=1.1
C -1.013 -0.710 -0.799 -0.309
C 0.066 0.311 -0.592 0.245
C 0.475 0.208 0.694 0.110
C -0.320 -0.848 1.279 0.051
O 0.468 1.116 -1.608 -0.655
O 1.417 0.905 1.400 -0.662
N -1.157 -1.375 0.466 -0.392
H 1.129 1.752 -1.308 0.473
H 1.896 1.508 0.821 0.471
H -1.963 -0.254 -1.083 0.236
H -0.762 -1.438 -1.571 0.235
H -0.234 -1.175 2.301 0.199

(4)
19
Properties=species:S:1:pos:R:3:nbo_charge:R:1 method="wB97M-V/def2-TZVPD" homo_ev="-6.36 / -10.13" total_charge=0 multiplicity=3 orbital_gap_ev="6.53 / 7.08" max_force_ev_per_a=9.2
C 1.374 -0.362 -0.588 -0.018
C 0.177 -0.907 -0.504 0.246
C 2.495 0.197 -0.186 0.097
C -0.449 -1.101 0.917 0.007
C 3.654 -0.734 0.046 0.920
O 2.784 1.507 -0.176 -0.552
O -0.517 -1.400 -1.500 -0.652
O -0.017 2.130 0.223 -1.229
F -1.853 -1.148 0.739 -0.372
F 4.152 -1.104 -1.201 -0.348
F 4.641 -0.347 0.863 -0.301
F 3.195 -1.860 0.553 -0.319
Si -0.277 1.604 -1.155 1.551
H -0.222 -0.307 1.544 0.208
H -0.182 -2.053 1.279 0.193
H -1.468 -1.459 -1.375 0.517
H 2.032 2.089 -0.255 0.522
H 0.175 1.765 -2.481 -0.214
H -1.509 0.773 -1.111 -0.256

(5)
17
Properties=species:S:1:pos:R:3:nbo_charge:R:1 method="wB97M-V/def2-TZVPD" smiles=C[C@H](CS)NC[O-] homo_ev=-2.57 total_charge=-1 orbital_gap_ev=5.60 max_force_ev_per_a=1.6
C 0.857 -1.105 -0.769 -0.653
C -0.309 -0.068 -0.699 -0.072
C 0.278 1.284 -0.291 -0.489
S 0.801 2.223 -1.805 -0.111
N -1.332 -0.556 0.274 -0.696
C -1.148 -0.250 1.759 0.142
O -0.436 -1.164 2.402 -0.953
H 0.753 -1.807 -1.603 0.187
H 1.872 -0.710 -0.741 0.184
H 0.709 -1.698 0.126 0.253
H -0.887 -0.046 -1.620 0.184
H -0.403 1.788 0.371 0.235
H 1.245 1.175 0.190 0.215
H 2.064 1.784 -1.782 0.109
H -1.168 -1.558 0.285 0.348
H -0.705 0.784 1.812 0.050
H -2.191 -0.077 2.092 0.066

(6)
38
Properties=species:S:1:pos:R:3:nbo_charge:R:1 method="wB97M-V/def2-TZVPD" homo_ev=-11.10 total_charge=+1 orbital_gap_ev=6.36 max_force_ev_per_a=2.0
C -3.505 0.070 -1.779 -0.140
C -2.776 1.258 -1.625 -0.221
C -1.431 1.228 -1.251 -0.170
C -0.795 -0.006 -0.989 -0.107
C 0.572 -0.036 -0.494 -0.190
S 1.452 -1.498 -0.381 0.309
C 2.880 -1.219 -1.492 -0.504
C 2.859 0.018 -2.383 -0.427
C 2.801 1.295 -1.551 -0.512
S 1.461 1.406 -0.311 0.283
C -1.510 -1.201 -1.207 -0.153
C -2.859 -1.155 -1.557 -0.224
H -4.573 0.103 -2.030 0.238
H -3.260 2.221 -1.792 0.235
H -0.870 2.164 -1.145 0.240
H 3.763 -1.192 -0.841 0.228
H 2.913 -2.134 -2.097 0.253
H 3.797 0.049 -2.963 0.253
H 2.032 -0.027 -3.103 0.227
H 3.722 1.402 -0.962 0.228
H 2.661 2.198 -2.156 0.246
H -1.005 -2.162 -1.093 0.237
H -3.417 -2.084 -1.664 0.234
C 1.478 0.141 2.476 -0.447
N 0.161 0.142 1.809 -0.162
C -0.660 1.327 2.091 -0.442
N -0.522 -1.034 1.817 -0.483
C -1.821 -1.154 2.462 -0.425
H 2.011 1.047 2.180 0.237
H 1.336 0.152 3.568 0.220
H 2.080 -0.741 2.242 0.229
H -0.212 2.169 1.552 0.231
H -1.701 1.197 1.772 0.237
H -0.636 1.533 3.174 0.221
H 0.088 -1.841 1.853 0.393
H -2.141 -2.200 2.356 0.235
H -1.781 -0.900 3.535 0.192
H -2.591 -0.537 1.979 0.202